# 1
The following is a DFT calculation (ωB97M-V with the def2-TZVPD basis set) of a structure of composition C28H25BrF10N3OP2Pd at a distorted geometry.

Geometry as XYZ:
```
71
Properties=species:S:1:pos:R:3:forces:R:3:lowdin_charge:R:1
Pd -0.306253 0.214656 -0.921936 0.4842 -1.1003 0.4982 0.085
Br -2.126646 -1.670364 -1.782289 -0.2787 -0.2783 0.1360 0.860
P 1.623914 -0.260745 -2.038977 -0.2765 0.2801 0.3992 0.886
P -1.076190 -0.222465 1.190289 0.3848 -0.3634 -0.3202 1.010
F -2.197373 -1.862901 3.491744 -0.0709 -0.0960 0.0801 0.103
F -0.577959 4.660933 -0.607763 -0.0719 0.0230 -0.1277 0.104
F -3.553280 -4.194094 -1.192399 -0.0753 -0.0897 0.0449 0.059
F -2.030636 3.931776 0.808831 -0.1328 -0.0600 0.0135 0.132
F -1.180281 1.416808 -3.144779 -0.1933 0.2868 -0.2221 0.068
F 0.333471 2.586530 -2.118281 -0.0101 0.0872 -0.0762 0.052
F -4.270959 -5.322143 1.140755 0.0101 -0.0160 0.0135 0.117
F -3.581460 -4.135859 3.492941 -0.0028 -0.0186 -0.0230 0.114
F -0.254522 2.782432 0.392721 -0.0889 0.0759 0.1574 0.086
F -1.011731 3.532556 -3.473143 -0.2307 0.1308 0.0033 0.099
O -2.499977 1.627715 -0.882141 0.1257 0.1560 -0.1380 -0.212
N 4.390014 0.151455 -1.913671 0.2265 0.1290 0.1193 -0.161
N 3.673718 -2.040872 -2.729285 0.0417 -0.2877 -0.0130 -0.163
N 3.459647 -0.077645 -4.160222 0.0766 0.0912 -0.2694 -0.163
C -3.573216 -4.183751 1.138075 0.0603 0.1214 0.0281 -0.143
C 0.458956 -0.694412 3.624260 0.0218 -0.0479 -0.1389 -0.093
C -1.210989 3.529384 -0.179988 -0.0187 0.1399 -0.1251 -0.549
C -2.110983 -1.773160 1.123219 -0.1750 -0.1383 0.0331 -0.275
C -3.550373 2.513804 3.936333 -0.0116 0.0810 0.0052 -0.099
C 2.079019 0.242354 -3.784062 -0.0218 -0.1065 0.1214 -0.310
C -3.223579 -3.577335 2.331355 -0.0126 -0.0442 -0.0217 -0.137
C -3.065970 3.816851 -1.816173 0.0554 -0.2619 0.1250 -0.011
C 3.129500 0.505307 -1.254886 -0.0401 -0.1137 -0.0781 -0.312
C 4.603521 -1.288114 -1.894917 0.0386 -0.0055 -0.0472 -0.207
C -1.442987 1.797158 3.041429 -0.0920 -0.1257 -0.0666 -0.127
C 2.318028 -1.990612 -2.176567 -0.0169 0.1698 0.0108 -0.315
C -2.173120 2.648708 3.852739 0.0227 0.0137 0.0574 -0.090
C -2.503658 -2.398682 2.306473 0.0214 0.0623 -0.2241 -0.218
C -2.486074 -2.398849 -0.071653 -0.1119 0.0772 0.0951 -0.548
C 4.409954 0.609699 -3.296259 0.0797 -0.0521 0.0104 -0.208
C -0.969557 2.578867 -2.504165 0.0140 0.4056 -0.2869 -0.540
C -3.200628 -3.590430 -0.051944 0.0927 0.1161 -0.1197 -0.271
C 3.711723 -1.509003 -4.084759 0.0392 0.0613 0.0713 -0.211
C -2.024313 2.781641 -1.308944 0.5405 0.3786 -0.0961 -0.552
C 0.243462 -0.939551 2.271948 0.0358 0.0047 0.0623 -0.333
C 2.426397 -2.088929 3.590228 0.0459 0.0059 -0.0214 -0.106
C -3.469594 0.708817 2.350310 0.1135 0.0149 0.0454 -0.079
C 1.550520 -1.258769 4.270760 0.0584 0.0152 0.1168 -0.092
C -2.080368 0.787336 2.321644 0.0529 0.1997 -0.0790 -0.352
C 1.131587 -1.777840 1.595401 0.0205 0.0159 0.0183 -0.123
C 2.208240 -2.355585 2.244417 -0.0011 -0.0434 0.0418 -0.095
C -4.197563 1.563008 3.161273 -0.0737 -0.0170 -0.0068 -0.082
H 4.708665 -1.703278 -4.494762 -0.0460 0.0055 -0.0194 0.119
H -4.120495 3.164657 4.587125 -0.0197 0.0442 -0.0370 0.094
H 3.008965 1.592426 -1.275082 -0.0558 -0.0422 0.0324 0.086
H -3.467836 3.478234 -2.769599 -0.0591 -0.0150 0.0067 0.083
H -1.668697 3.431977 4.404193 0.0136 -0.0112 0.0365 0.101
H -3.978978 -0.014744 1.726656 -0.0434 0.0091 0.0088 0.111
H 3.177959 0.203589 -0.204248 -0.0692 0.0124 -0.0260 0.080
H 5.416229 0.434068 -3.692175 -0.0326 0.0314 -0.0140 0.119
H 3.280599 -2.519108 4.098360 -0.0086 0.0013 0.0219 0.093
H 1.933041 1.321007 -3.888122 -0.1127 -0.0570 0.0228 0.082
H 2.342712 -2.457859 -1.187497 -0.1264 0.0409 -0.0087 0.068
H 4.202482 1.682123 -3.319140 0.0148 -0.0236 -0.0049 0.125
H 0.966453 -1.942277 0.534382 0.0340 0.0202 0.0273 0.058
H 2.889402 -3.001444 1.702706 -0.0184 -0.0113 -0.0230 0.095
H 4.511478 -1.643141 -0.865347 0.0640 -0.0053 -0.0128 0.121
H -2.622955 4.805102 -1.941069 -0.1054 0.0353 -0.0724 0.077
H 1.654915 -2.589693 -2.808765 -0.0260 0.0125 0.0659 0.085
H 2.966185 -2.030862 -4.689766 0.0542 -0.0197 -0.0189 0.121
H 1.719859 -1.044271 5.318814 -0.0206 -0.0045 0.0266 0.097
H 5.618929 -1.489711 -2.253098 -0.0303 0.0092 0.0184 0.120
H -0.371647 1.917062 2.941151 0.0114 0.0756 0.0560 0.107
H 1.402180 -0.257757 -4.483556 -0.0456 0.0767 0.0184 0.086
H -5.278344 1.497672 3.177617 -0.0088 -0.0322 0.0211 0.098
H -3.868886 3.854719 -1.083037 -0.0029 -0.0103 0.0280 0.083
H -0.223626 -0.064201 4.176322 -0.0163 -0.0190 0.0398 0.093
```
Forces are in eV/Å.

## Properties
HOMO, eV: -3.755
Charge: -1
Lowest unoccupied orbital energy, eV: 2.469
2S+1: 1
Gap between HOMO and LUMO, eV: 6.2

# 2
The following is a DFT calculation (ωB97M-V with the def2-TZVPD basis set) of a structure of composition C21H31BClDyN3O2 at a distorted geometry.

Geometry as XYZ:
```
60
Properties=species:S:1:pos:R:3:forces:R:3:lowdin_charge:R:1
Dy -0.303471 0.005451 0.615083 -0.9225 -0.0754 2.6778 1.010
Cl 1.718673 -0.101691 -0.807995 1.9926 -0.1308 -1.1478 -0.065
O -0.650747 -4.386938 -0.454427 0.1336 -1.2652 0.0182 0.031
O -0.897354 4.309620 -0.417475 0.3599 1.3079 0.1975 0.029
N 0.032888 -0.067310 3.364393 -0.7731 -0.8125 -1.9747 -0.081
N -0.156189 -2.388629 0.440595 -1.2206 -2.4679 -1.5990 0.010
N -0.038771 2.320000 0.140460 -1.4631 2.2603 -1.8077 -0.016
C -0.979416 2.997172 -0.500603 2.2494 -1.6239 1.5657 -0.359
C -0.392399 0.141416 4.478186 0.7848 -0.5860 -0.8657 -0.236
C -2.084541 2.368147 -1.277484 0.0218 -0.2554 0.5213 -0.056
C 0.721035 -3.347059 1.174801 -0.2248 0.0884 -0.3133 -0.551
C -1.569295 1.132331 -1.981214 1.2834 -0.3661 -1.6318 -0.272
C -1.902192 -2.550178 -1.364811 0.1794 -0.1401 0.4506 -0.054
C 0.373203 -3.318606 2.649538 0.1046 -0.1101 0.3084 -0.032
C -0.467422 -2.508446 -3.981082 0.2653 -0.2476 -0.3763 -0.052
C -0.525377 0.008156 -3.843485 0.1365 0.0877 -0.1631 -0.023
C 2.170469 3.335496 -0.376401 0.3964 -0.0752 -0.3136 -0.054
C -0.812444 -1.233075 -3.284691 -0.6891 -0.4583 0.4780 -0.242
C 0.339742 -4.695984 0.561827 -0.1146 -0.4510 -0.4506 -0.074
C -1.601130 -0.094869 -1.373297 -3.3572 0.2318 1.9513 -0.268
C -0.862586 -3.087515 -0.431044 1.3916 1.9701 1.9056 -0.337
C 1.439056 2.929145 1.996735 -0.0151 0.6404 -0.0500 -0.044
C 2.195532 -3.094458 0.902965 0.1033 0.0277 -0.0654 -0.063
C -0.659310 2.526073 -3.858666 0.3593 0.3407 -0.3730 -0.047
C -1.458574 -1.278860 -2.029230 1.3188 0.4889 -1.7976 -0.276
C 1.000293 3.291019 0.583273 -0.6093 -0.2539 -0.0941 -0.558
C 0.250577 4.615161 0.457239 -0.6970 0.3465 0.0774 -0.056
C -0.917574 1.199451 -3.227408 -0.5651 0.1126 0.2356 -0.236
B -0.911247 0.382769 5.841827 -0.4844 0.4399 0.7799 -0.501
H -2.532916 3.078125 -1.977595 0.0677 0.0637 0.2866 0.118
H -2.841248 2.051759 -0.530425 0.2101 0.1573 -0.4966 0.133
H -2.155154 -3.326360 -2.086549 -0.0680 -0.0583 0.1131 0.114
H -0.006788 0.044071 -4.811816 -0.1855 0.0336 0.3945 0.111
H -0.225541 1.303958 6.236201 -0.0827 0.3383 0.8071 -0.010
H 1.953110 1.961989 2.002593 -0.0950 0.1590 -0.0275 0.060
H -1.353584 -3.131994 -4.138495 0.0650 0.0066 -0.0102 0.075
H 0.456224 -2.311248 3.067883 0.0135 -0.1970 -0.0531 0.051
H 0.560066 2.886153 2.650537 0.2571 -0.0652 0.0229 0.088
H 2.134287 3.698169 2.365346 -0.1256 -0.2274 0.0652 0.090
H -0.329384 2.414802 -4.895666 -0.0515 0.0698 0.0585 0.073
H 1.038084 -4.004782 3.200897 -0.2225 0.2026 -0.0974 0.094
H 0.805508 5.417039 -0.040876 -0.0339 -0.2258 0.1530 0.126
H 1.834229 3.591525 -1.391050 0.0340 -0.1376 0.1861 0.088
H -0.104294 -5.385384 1.283335 -0.1092 0.0647 -0.0855 0.125
H 2.702428 2.385496 -0.412877 -0.0671 0.0203 -0.0469 0.030
H -0.793977 -0.650017 6.470624 -0.0417 0.0670 0.1540 0.006
H 2.769750 -3.913378 1.355315 0.0035 0.1536 -0.0098 0.086
H 0.134347 3.075546 -3.325738 -0.2019 -0.1221 -0.0657 0.081
H 0.252170 -3.101020 -3.398390 -0.1241 0.0982 -0.0968 0.086
H 1.170972 -5.207865 0.059880 -0.1614 0.1875 0.0817 0.127
H -0.126703 4.973651 1.423987 -0.1562 -0.0528 -0.2477 0.131
H 2.851522 4.130721 -0.043404 -0.0170 -0.1453 -0.0458 0.088
H 2.540580 -2.143210 1.306881 -0.0317 -0.0043 -0.0372 0.062
H -0.662044 -3.654576 2.772335 0.1031 0.0865 0.1317 0.093
H -2.071795 0.703071 5.631313 -0.1948 0.1274 0.4967 0.003
H -0.024545 -2.309992 -4.959057 0.0355 -0.0715 0.0044 0.070
H -2.777149 -2.314410 -0.733681 0.2248 -0.1540 -0.3910 0.134
H 2.371165 -3.096714 -0.178148 0.0495 0.1205 0.1780 0.078
H 0.933618 0.272650 2.940905 0.8705 0.4616 0.5417 -0.011
H -1.554350 3.154416 -3.841853 0.0908 0.0195 -0.1078 0.073
```
Forces are in eV/Å.

## Properties
HOMO (alpha / beta), eV: -1.471 / -1.496
Charge: -1
Expectation value of S²: 9.761
Lowest unoccupied orbital energy (alpha / beta), eV: 2.606 / 2.640
Relative energy (zero: lowest compared OMol25 entry of this formula, charge and spin), kcal/mol: 0.0
2S+1: 6
Gap between HOMO and LUMO (alpha / beta), eV: 4.1 / 4.1

# 3
The following is a DFT calculation (ωB97M-V with the def2-TZVPD basis set) of a structure of composition C14H35N6Ru at a distorted geometry.

Geometry as XYZ:
```
56
Properties=species:S:1:pos:R:3:forces:R:3:lowdin_charge:R:1
Ru 0.145300 0.189600 -0.135500 -1.2561 -0.2481 0.3384 1.537
N 2.627000 -0.057700 0.211800 -1.0089 -0.0403 0.2885 -0.147
N -1.516300 1.906000 0.199000 1.4588 -0.3251 -0.3487 -0.098
N 5.524700 0.088600 -0.182000 0.6109 0.0725 -0.1600 0.079
N -0.341500 0.157500 2.197300 0.9891 0.1892 -1.0887 -0.144
N -0.275300 -0.315100 -2.360800 0.9719 0.2634 1.2954 -0.139
N -1.536400 -1.712500 -0.180500 1.3610 0.2679 -0.1393 -0.069
C 3.355600 1.223800 0.224300 0.4147 0.4015 0.1762 -0.172
C 3.345000 -0.994100 -0.671900 0.3439 -0.4411 -0.1563 -0.172
C -2.554200 -1.724900 0.863000 -1.0651 -0.0525 0.7307 -0.184
C -1.177200 -1.427100 -2.665000 -0.7982 -0.5851 0.0233 -0.139
C -2.147600 -1.756700 -1.519300 -0.0869 0.0091 -0.9029 -0.160
C 4.810300 1.057400 0.689800 -0.4924 0.6546 0.3220 -0.074
C -2.118200 -1.705000 2.338000 0.2846 0.0150 -0.1476 -0.125
C -0.583800 1.109500 -2.631400 -0.2463 0.6838 -0.6633 -0.210
C -1.965200 1.692300 -2.318200 0.1308 -0.0884 0.4109 -0.126
C 4.800200 -1.208100 -0.226500 -0.5202 -0.6674 -0.2275 -0.073
C -2.490900 1.688500 -0.869400 -0.8970 0.0222 -0.8216 -0.190
C -2.120500 1.797800 1.536800 -0.0763 -0.1056 0.9335 -0.154
C -1.111100 1.355100 2.601900 -0.5109 0.5090 -0.1943 -0.141
C -0.736900 -1.164900 2.709400 -0.4552 -0.7654 0.4893 -0.193
H -2.949400 1.088700 1.495800 0.0842 0.0643 -0.1499 0.120
H -3.240700 -0.891400 0.672800 0.2367 -0.1038 -0.1049 0.108
H -1.921700 2.726200 -2.677100 0.0334 -0.1298 -0.0315 0.145
H -1.659900 1.175500 3.532800 0.1845 -0.0163 -0.0228 0.155
H -0.715900 -1.149900 3.810800 0.1846 0.0432 -0.2499 0.154
H -2.998200 -1.072500 -1.547400 0.1008 -0.0577 0.1956 0.120
H -3.273100 2.464300 -0.823500 0.1669 -0.1804 0.1238 0.165
H 4.851500 0.688700 1.719600 0.0952 -0.0416 -0.1491 0.157
H 3.327500 -0.586900 -1.688300 -0.0692 -0.0764 0.0557 0.134
H -1.776100 -1.226700 -3.564500 0.1984 -0.0312 0.1036 0.158
H 2.858800 1.934300 0.892500 0.1494 -0.0493 -0.0962 0.134
H 2.647400 -0.451900 1.160600 0.0698 0.1110 -0.2266 0.123
H -0.431500 1.304400 -3.706600 0.1967 0.0092 0.2838 0.161
H -0.403900 2.169900 2.780700 -0.0134 -0.1257 0.0831 0.139
H -2.721300 1.199300 -2.934300 0.0087 0.0667 -0.0112 0.140
H 3.336400 1.638400 -0.790100 -0.0714 -0.0021 0.1170 0.138
H -1.039900 2.812500 0.090700 -0.3013 -0.2461 0.0452 0.160
H -0.886700 -2.501800 -0.063100 -0.3248 0.1483 -0.0487 0.152
H 5.642500 0.473600 -1.132700 0.0228 -0.0950 0.2266 0.209
H 2.842100 -1.966600 -0.674500 0.1448 0.1296 -0.0559 0.138
H -0.555800 -2.301700 -2.881700 -0.0130 0.1821 -0.0029 0.144
H 4.840100 -1.661000 0.768900 0.1006 0.1329 -0.0690 0.157
H 6.484500 -0.059600 0.172200 -0.1846 0.0416 -0.0896 0.217
H 0.612800 0.296800 2.541700 -0.2906 0.0090 0.1210 0.114
H 0.038300 -1.872000 2.384100 -0.0607 0.1145 0.0798 0.122
H -2.546000 2.761100 1.853800 0.0551 -0.1743 -0.1866 0.164
H 0.213500 1.709000 -2.112000 -0.2251 -0.1907 -0.2496 0.112
H 0.618200 -0.499000 -2.825600 -0.2445 0.0096 0.0917 0.136
H 5.295300 -1.887700 -0.922800 0.0788 0.1032 0.0515 0.163
H -2.135100 -2.725100 2.735400 0.0271 0.1228 -0.0237 0.142
H 5.312600 2.026500 0.661500 0.0814 -0.1189 -0.0404 0.163
H -3.005800 0.746300 -0.653900 0.1715 0.1790 0.0627 0.091
H -3.183800 -2.624500 0.741800 0.2092 0.2017 -0.1704 0.163
H -2.896000 -1.177900 2.892100 0.0052 0.0235 0.0145 0.133
H -2.558900 -2.757500 -1.721400 0.0408 0.1781 0.1652 0.164
```
Forces are in eV/Å.

## Properties
HOMO (alpha / beta), eV: -21.935 / -22.901
Charge: +4
Expectation value of S²: 8.760
Lowest unoccupied orbital energy (alpha / beta), eV: -12.442 / -15.527
2S+1: 6
Gap between HOMO and LUMO (alpha / beta), eV: 9.5 / 7.4

# 4
The following is a DFT calculation (ωB97M-V with the def2-TZVPD basis set) of a cluster of 2 separate species, C3H5Cl in total at a distorted geometry.

Geometry as XYZ:
```
9
Properties=species:S:1:pos:R:3:forces:R:3:lowdin_charge:R:1
Cl -1.692295 0.541834 -3.424099 -0.0282 -0.0073 -0.7134 0.485
C 0.276494 -0.320418 -0.744483 0.5464 0.9597 -1.8676 0.038
C -1.710573 0.943394 -1.791831 1.1432 -0.6043 0.9416 -0.507
C 0.416552 -0.110432 0.680974 2.6149 -2.8085 0.7616 -0.229
H 0.019445 0.824122 0.887029 -1.2517 1.9535 0.5057 0.046
H -2.335347 0.167687 -1.343264 -0.3300 -0.0315 0.1551 -0.087
H 1.254748 -0.233041 -1.360561 -1.2991 -0.1384 0.9626 0.049
H 1.505570 -0.095676 1.146010 -2.0544 -0.2836 -0.8691 0.108
H -0.246720 -0.906254 1.131383 0.6589 0.9605 0.1235 0.096
```
Forces are in eV/Å.

## Properties
HOMO (alpha / beta), eV: -8.482 / -8.469
Lowest unoccupied orbital energy (alpha / beta), eV: -0.790 / -1.100
Relative energy (zero: lowest compared OMol25 entry of this formula, charge and spin), kcal/mol: 164.1
2S+1: 1
Gap between HOMO and LUMO (alpha / beta), eV: 7.7 / 7.4

Table of molar mass (g/mol), in record order: 857.78 566.26 388.55 76.53
Table of total energy (Ha), in record order: -5704.81825 -2503.63000 -976.22272 -577.21176